Here is C3H5NO2 in the gas phase from the OMol25 dataset. Energies are from ωB97M-V/def2-TZVPD.

Atoms and positions in Å:
C  -1.0004  1.5524  -0.0792
N  0.1103  0.6276  -0.0019
C  -0.0709  -0.6814  0.2531
O  -1.0834  -1.2715  0.4940
C  1.2892  -2.4824  -0.3085
O  1.2175  -1.2980  0.2663
H  -1.8700  1.0672  0.3664
H  -0.7700  2.4639  0.4793
H  -1.2329  1.8127  -1.1173
H  1.0448  0.9351  -0.2189
H  2.3659  -2.7256  -0.1333

Atoms 1-3, force components in eV/Å:
-0.15 0.09 0.01
0.09 -0.18 -0.01
-0.49 0.12 0.06

Output
Orbital gap: 9.39 eV
HOMO level: -8.965 eV
Total charge: 0
ΔE to the lowest compared entry with this formula, charge and spin: 320.63 kJ/mol
DFT total energy: -322.4522 a.u.